# C47H65N5O6P2S3SbScSi3

C47H65N5O6P2S3SbScSi3 as an isolated structure (the ωB97M-V functional and the def2-TZVPD basis, the OMol25 dataset).

Each line ends with the Löwdin charge.
Element x y z (Å)
Sc  -0.0231  0.0249  0.0501  0.5042
N  2.9176  0.4151  3.1926  0.2180
C  2.4434  -0.8211  2.4794  -0.4952
C  3.1304  -2.0841  2.9510  -0.0499
P  0.6033  -0.9230  2.7070  0.3165
O  0.5472  -0.7484  4.3124  -0.1141
O  0.0328  -2.1937  2.2360  -0.2403
O  0.0872  0.3532  2.0707  -0.4120
P  2.5954  -0.4792  0.6643  0.3010
O  4.1801  -0.5749  0.4598  -0.0932
O  1.8323  -1.4894  -0.1238  -0.2988
O  2.1032  0.9273  0.4805  -0.3286
H  2.6303  0.4063  4.1753  0.1656
H  2.4807  1.2247  2.7240  0.1303
H  3.9320  0.5180  3.1240  0.1782
H  2.9742  -2.2434  4.0196  0.0958
H  4.2003  -2.0734  2.7385  0.0909
H  2.6813  -2.9240  2.4212  0.0931
H  -0.0314  -1.4055  4.7302  0.1058
H  4.4369  -1.1309  -0.2925  0.1066
N  0.0968  0.2291  -1.9441  -0.3457
S  -0.0872  -0.4468  -3.2234  0.8233
N  -0.4953  -2.0510  -3.3012  -0.3396
S  -1.8516  -2.8035  -3.2483  0.8949
N  -2.8114  -2.6698  -2.0322  -0.3484
S  -2.1971  -2.5335  -0.4859  0.8294
N  -1.5712  -1.2512  -0.1747  -0.3166
C  -1.2590  -4.0400  -0.2585  -0.3192
C  -1.9407  -5.2420  -0.1239  -0.0688
C  -1.2120  -6.4030  0.0701  -0.0494
C  0.1754  -6.3505  0.1277  -0.0498
C  0.8379  -5.1404  -0.0215  -0.0465
C  0.1212  -3.9710  -0.2185  -0.0721
C  -3.6570  -2.7900  0.4902  -0.3291
C  -3.4464  -3.1823  1.8056  -0.0682
C  -4.5309  -3.2270  2.6649  -0.0491
C  -5.7936  -2.8677  2.2079  -0.0529
C  -5.9786  -2.4444  0.8993  -0.0566
C  -4.9022  -2.4013  0.0269  -0.0633
C  -2.9253  -2.5409  -4.6509  -0.3151
C  -2.3490  -2.3894  -5.9019  -0.0530
C  -3.1777  -2.2137  -6.9965  -0.0408
C  -4.5569  -2.2071  -6.8306  -0.0413
C  -5.1178  -2.3848  -5.5739  -0.0429
C  -4.2994  -2.5518  -4.4697  -0.0657
C  -1.4023  -4.5124  -3.5111  -0.3050
C  -0.0898  -4.9044  -3.6998  -0.0544
C  0.1743  -6.2504  -3.9057  -0.0469
C  -0.8648  -7.1691  -3.9276  -0.0454
C  -2.1786  -6.7559  -3.7429  -0.0450
C  -2.4552  -5.4183  -3.5279  -0.0617
C  -1.2840  0.4291  -4.2269  -0.3015
C  -0.9428  0.9803  -5.4515  -0.0455
C  -1.8883  1.7267  -6.1389  -0.0431
C  -3.1567  1.9023  -5.6070  -0.0577
C  -3.4817  1.3509  -4.3741  -0.0861
C  -2.5382  0.6263  -3.6670  -0.0991
C  1.4041  -0.4477  -4.2007  -0.3206
C  1.7249  -1.4333  -5.1197  -0.0661
C  2.9177  -1.3288  -5.8189  -0.0523
C  3.7640  -0.2500  -5.5998  -0.0489
C  3.4286  0.7323  -4.6755  -0.0457
C  2.2439  0.6337  -3.9657  -0.0569
H  -3.0227  -5.2645  -0.1608  0.1239
H  -1.7263  -7.3473  0.1894  0.1170
H  0.7404  -7.2587  0.2919  0.1146
H  1.9188  -5.1093  0.0244  0.1146
H  0.6192  -3.0169  -0.3161  0.0631
H  -2.4463  -3.4273  2.1456  0.1163
H  -4.3925  -3.5364  3.6919  0.1163
H  -6.6391  -2.9073  2.8819  0.1157
H  -6.9602  -2.1428  0.5596  0.1149
H  -5.0111  -2.0714  -0.9984  0.0994
H  -1.2714  -2.4070  -6.0116  0.1121
H  -2.7464  -2.0838  -7.9797  0.1195
H  -5.2002  -2.0653  -7.6890  0.1186
H  -6.1925  -2.3886  -5.4521  0.1183
H  -4.7054  -2.6849  -3.4762  0.1001
H  0.7000  -4.1647  -3.6788  0.1040
H  1.1939  -6.5797  -4.0539  0.1172
H  -0.6520  -8.2171  -4.0927  0.1179
H  -2.9869  -7.4739  -3.7686  0.1191
H  -3.4702  -5.0712  -3.3770  0.1183
H  0.0476  0.8376  -5.8646  0.1142
H  -1.6302  2.1727  -7.0902  0.1184
H  -3.8903  2.4864  -6.1475  0.1205
H  -4.4712  1.4998  -3.9626  0.1005
H  -2.7544  0.2162  -2.6848  0.1009
H  1.0591  -2.2728  -5.2739  0.0915
H  3.1864  -2.0871  -6.5421  0.1157
H  4.6923  -0.1745  -6.1502  0.1165
H  4.0858  1.5756  -4.5127  0.1169
H  1.9574  1.3699  -3.2254  0.1020
C  -4.8107  2.3828  -1.4779  -0.2263
Si  -3.3367  3.5681  -1.3513  0.3663
C  -3.9604  5.2188  -0.6905  -0.1933
C  -2.4300  3.8938  -2.9808  -0.2127
Sb  -1.6363  2.3173  0.1466  0.9669
Si  0.2003  4.1879  0.3032  0.3914
C  1.2423  3.7770  -1.2183  -0.2222
C  1.1865  3.8699  1.8839  -0.2017
C  -0.5220  5.9301  0.2702  -0.2144
Si  -2.9532  2.2340  2.4016  0.3797
C  -1.8066  2.4285  3.8882  -0.2074
C  -4.2741  3.5804  2.5024  -0.2185
C  -3.7224  0.5154  2.2771  -0.2257
H  -5.4591  2.6247  -2.3229  0.0323
H  -5.4150  2.4484  -0.5705  0.0252
H  -4.4717  1.3491  -1.5772  0.0054
H  -4.6465  5.6548  -1.4212  0.0456
H  -3.1516  5.9314  -0.5300  0.0085
H  -4.5023  5.1095  0.2482  0.0082
H  -3.1235  4.1011  -3.7984  0.0375
H  -1.8111  3.0409  -3.2650  0.0066
H  -1.7786  4.7638  -2.8713  0.0309
H  1.5882  2.7480  -1.1091  -0.0125
H  2.1126  4.4274  -1.3287  0.0401
H  0.6452  3.8425  -2.1312  0.0215
H  1.5362  2.8429  1.8089  -0.0257
H  0.5771  3.9774  2.7821  0.0211
H  2.0525  4.5311  1.9624  0.0420
H  -0.9357  6.1627  -0.7124  0.0175
H  0.2552  6.6661  0.4873  0.0380
H  -1.3136  6.0462  1.0114  0.0272
H  -1.4799  3.4638  3.9981  0.0264
H  -0.9305  1.7937  3.7734  -0.0074
H  -2.3193  2.1405  4.8091  0.0389
H  -3.8355  4.5745  2.4051  0.0261
H  -4.7718  3.5292  3.4737  0.0393
H  -5.0366  3.4639  1.7306  0.0140
H  -2.9344  -0.2146  2.0769  0.0012
H  -4.4270  0.4777  1.4429  0.0263
H  -4.2544  0.2171  3.1831  0.0400

Summary:
* E_LUMO: -0.1527 Ha
* energy relative to the best compared isomer or geometry (same formula, charge and spin): 12.3 kcal/mol
* charge: +2
* F_max: 0.03680 hartree/bohr
* HOMO energy: -12.07 eV
* electronic energy: -6301.7316 Eh
* orbital gap: 7.91 eV